This record from OMol25 describes a structure of composition C31H35F9N4OP2Re. The level of theory is ωB97M-V/def2-TZVPD.

Each line ends with the Löwdin charge.
CARTESIAN COORDINATES (ANGSTROEM)
Re (-0.22499, 2.32203, -0.42275)  1.690
C (-1.76784, 1.47875, -1.25622)  -0.303
C (-0.56391, 0.62131, -1.31995)  -0.323
C (0.16117, 0.37332, -2.63493)  -0.171
C (1.01465, 1.57164, -3.01597)  -0.150
C (0.87208, 2.66137, -1.97901)  -0.345
C (-0.34669, 3.52429, -1.93841)  -0.299
C (-1.52746, 3.31935, -2.89857)  -0.138
C (-2.33755, 2.07785, -2.51791)  -0.144
C (1.28249, 3.38354, 0.75269)  -0.060
H (-2.54226, 1.12240, -0.56653)  0.079
H (-0.74520, -0.34446, -0.82466)  0.040
H (-0.57542, 0.10141, -3.39501)  0.124
H (0.79403, -0.50469, -2.47345)  0.075
H (2.06863, 1.26447, -3.06863)  0.118
H (0.73546, 1.91640, -4.01655)  0.130
H (1.79451, 3.22032, -1.84920)  0.123
H (-0.09689, 4.59134, -1.85164)  0.145
H (-1.23934, 3.28273, -3.95531)  0.130
H (-2.15708, 4.20714, -2.75327)  0.127
H (-3.35424, 2.36526, -2.24619)  0.107
H (-2.39873, 1.32227, -3.31303)  0.133
H (0.79745, 3.83537, 1.63368)  0.033
H (1.86128, 4.15051, 0.21060)  0.062
H (1.97758, 2.60959, 1.11521)  0.052
P (2.32684, -2.19555, -0.42552)  0.965
P (-0.17141, -2.68146, -0.46278)  1.158
N (3.80086, -1.52664, -1.13660)  -0.262
N (3.23104, -2.82033, 0.96820)  -0.244
N (-4.12725, 1.83059, 0.04226)  -0.021
N (-1.83650, -2.70706, -0.36639)  -0.319
C (2.01820, -3.73471, -1.44974)  -0.355
C (0.50490, -3.63524, -1.86756)  -0.373
C (4.24798, -0.19765, -1.19731)  -0.147
C (5.51370, -0.18253, -1.76059)  -0.074
C (5.87485, -1.53666, -2.04097)  -0.061
C (4.82548, -2.33407, -1.64280)  -0.148
C (3.55031, -2.16071, 2.17069)  -0.119
C (4.50930, -2.90019, 2.85678)  -0.052
C (4.82920, -4.03712, 2.03621)  -0.050
C (4.05841, -3.94976, 0.88650)  -0.156
C (-4.05865, 2.75741, 1.03746)  -0.105
C (-5.32404, 2.86933, 1.66328)  -0.028
C (-6.17351, 1.93584, 1.01906)  -0.024
C (-5.38188, 1.29858, 0.02659)  -0.076
C (-2.76225, -3.67096, -0.77119)  -0.089
C (-4.01440, -3.35439, -0.24290)  0.001
C (-3.86137, -2.13544, 0.50559)  -0.019
C (-2.54509, -1.75874, 0.41330)  -0.141
H (2.17973, -4.64883, -0.84412)  0.089
H (2.66860, -3.81518, -2.33862)  0.100
H (0.35721, -3.05824, -2.81330)  0.109
H (0.05211, -4.63464, -1.98455)  0.100
H (3.61279, 0.60076, -0.82956)  0.088
H (6.12240, 0.69160, -1.96094)  0.104
H (6.79499, -1.89654, -2.48891)  0.111
H (4.69796, -3.40852, -1.68695)  0.094
H (3.03236, -1.25538, 2.44531)  0.085
H (4.94496, -2.66482, 3.81151)  0.103
H (5.54047, -4.81643, 2.24536)  0.105
H (4.00094, -4.60413, 0.03753)  0.086
H (-3.14775, 3.30932, 1.25510)  0.112
H (-5.54726, 3.54053, 2.48242)  0.114
H (-7.21271, 1.71554, 1.22245)  0.109
H (-5.67079, 0.50451, -0.66201)  0.123
H (-2.44346, -4.48305, -1.40308)  0.114
H (-4.92453, -3.90860, -0.35385)  0.116
H (-4.62096, -1.59561, 1.04852)  0.114
H (-2.01257, -0.91477, 0.83096)  0.074
F (-2.83385, 2.39524, 3.58192)  0.158
C (-2.21014, 1.19618, 3.41450)  -0.477
F (-2.21574, 0.55077, 4.61087)  0.180
F (-2.97177, 0.46172, 2.55945)  0.140
C (-0.78201, 1.40146, 2.83048)  -0.260
O (-0.85649, 1.79493, 1.51005)  -0.226
C (-0.11113, 2.46341, 3.74281)  -0.489
F (-0.42704, 2.30905, 5.05558)  0.182
F (1.24651, 2.40922, 3.64091)  0.154
F (-0.50707, 3.70777, 3.36612)  0.147
C (-0.01036, 0.07493, 2.98562)  -0.480
F (0.45626, -0.14739, 4.23727)  0.187
F (-0.77282, -1.00252, 2.64046)  0.130
F (1.05465, 0.08168, 2.13412)  0.106

Computed properties:
- F_max: 7.445 eV/Å
- Net charge: +2
- Energy relative to the best compared isomer or geometry (same formula, charge and spin): 102.77 kcal/mol
- Spin multiplicity: 4